1.
Entry from the OMol25 dataset: a structure of composition C42H56AsGeIrN2O3P2S4Sb at a distorted geometry (ωB97M-V with the def2-TZVPD basis set).

The geometry in XYZ format:
```
113
C42H56AsGeIrN2O3P2S4Sb, DFT ωB97M-V with the def2-TZVPD basis set
Ir 0.89 0.09 1.39
S 1.03 0.85 6.03
Sb -0.37 -0.10 4.41
S -0.48 1.51 2.65
S 0.94 -1.57 3.10
S -2.16 -0.81 5.60
C 3.73 -1.92 1.38
P 2.58 -1.09 0.24
C 3.63 0.18 -0.55
N 4.86 -0.19 -0.97
C 5.67 0.83 -1.42
C 6.96 0.54 -1.89
C 7.82 1.55 -2.30
C 7.41 2.88 -2.24
C 6.13 3.19 -1.79
C 5.24 2.19 -1.39
N 3.97 2.53 -0.97
C 3.19 1.50 -0.57
P 1.55 1.91 0.08
C 1.82 3.45 0.99
C 0.47 2.44 -1.34
C 0.13 1.21 -2.18
C -0.82 3.02 -0.75
C 1.18 3.47 -2.21
C 2.27 -2.45 -1.02
C 3.55 -3.22 -1.34
C 1.71 -1.83 -2.31
C 1.22 -3.40 -0.42
H 4.69 -2.04 0.90
H 3.32 -2.88 1.68
H 3.81 -1.30 2.27
H 7.26 -0.50 -1.93
H 8.81 1.30 -2.66
H 8.08 3.67 -2.55
H 5.79 4.22 -1.74
H 2.38 4.13 0.34
H 2.40 3.20 1.87
H 0.87 3.88 1.30
H -0.25 0.39 -1.56
H 1.01 0.86 -2.73
H -0.65 1.47 -2.90
H -1.23 2.38 0.04
H -1.57 3.10 -1.54
H -0.66 4.02 -0.33
H 2.13 3.09 -2.60
H 1.39 4.40 -1.67
H 0.53 3.72 -3.06
H 4.37 -2.55 -1.61
H 3.35 -3.89 -2.18
H 3.87 -3.84 -0.49
H 2.36 -1.03 -2.68
H 0.71 -1.43 -2.14
H 1.64 -2.60 -3.08
H 1.59 -3.89 0.49
H 0.98 -4.19 -1.15
H 0.31 -2.86 -0.17
C 4.77 1.30 4.99
As 4.70 1.50 3.09
C 5.18 3.32 2.68
C 6.17 0.47 2.41
O 3.24 1.09 2.44
H 5.75 1.56 5.37
H 4.55 0.25 5.22
H 4.00 1.91 5.45
H 6.19 3.52 3.05
H 4.47 3.99 3.16
H 5.14 3.43 1.60
H 7.10 1.01 2.59
H 6.03 0.33 1.33
H 6.21 -0.50 2.90
O -2.06 -1.30 2.19
C -1.70 -1.60 1.05
O -0.80 -1.00 0.31
C -2.30 -2.86 0.43
C -3.83 -2.97 0.59
Ge -4.90 -1.54 -0.21
C -4.89 0.11 0.80
C -5.23 0.09 2.15
C -5.21 1.26 2.91
C -4.86 2.46 2.31
C -4.52 2.50 0.97
C -4.53 1.33 0.21
C -4.40 -1.18 -2.06
C -3.07 -0.86 -2.39
C -2.72 -0.54 -3.70
C -3.69 -0.53 -4.69
C -5.01 -0.84 -4.38
C -5.36 -1.17 -3.07
C -6.71 -2.30 -0.23
C -7.77 -1.77 0.52
C -9.01 -2.41 0.55
C -9.21 -3.58 -0.16
C -8.17 -4.12 -0.91
C -6.93 -3.49 -0.94
H -1.81 -3.68 0.96
H -2.02 -2.92 -0.62
H -4.09 -2.98 1.66
H -4.18 -3.91 0.16
H -5.47 -0.85 2.64
H -5.45 1.22 3.97
H -4.83 3.37 2.90
H -4.23 3.44 0.51
H -4.26 1.36 -0.84
H -2.31 -0.86 -1.61
H -1.70 -0.29 -3.93
H -3.42 -0.27 -5.71
H -5.77 -0.83 -5.16
H -6.39 -1.41 -2.84
H -7.62 -0.85 1.07
H -9.82 -1.99 1.14
H -10.17 -4.08 -0.12
H -8.32 -5.04 -1.47
H -6.13 -3.92 -1.54
```

The value obtained for the total energy is -8902.15902 Ha. For the HOMO energy (spin up / spin down), the calculation gives -0.1166 / -0.2016 hartree. The spin multiplicity is 5. The calculation puts the energy above the lowest of the compared OMol25 structures with the same formula, charge and spin at 0.0 kcal per mole. The gap between HOMO and LUMO (spin up / spin down) is 5.4 / 5.5 eV. The charge is -1.

---

2.
Entry from the OMol25 dataset: a structure of composition C42H56BaClN6O2S2 (ωB97M-V with the def2-TZVPD basis set).

The geometry in XYZ format:
```
110
C42H56BaClN6O2S2, DFT ωB97M-V with the def2-TZVPD basis set
Ba 0.11 -0.03 -1.97
C -2.42 -1.44 -1.75
C -2.49 -0.27 -0.93
C -2.72 0.82 -1.79
C -2.75 0.35 -3.12
C -2.57 -1.06 -3.08
C -2.73 -2.04 -4.21
C -3.17 1.21 -4.28
C -3.06 2.22 -1.35
C -2.53 -0.24 0.57
C -2.21 -2.86 -1.29
H -3.64 -2.62 -4.08
H -1.91 -2.76 -4.24
H -2.79 -1.55 -5.18
H -4.17 1.60 -4.13
H -3.19 0.65 -5.22
H -2.51 2.07 -4.43
H -4.14 2.37 -1.33
H -2.64 2.98 -2.02
H -2.70 2.43 -0.34
H -3.57 -0.22 0.94
H -2.04 0.65 0.99
H -2.07 -1.12 1.01
H -3.06 -3.50 -1.56
H -2.11 -2.92 -0.20
H -1.32 -3.32 -1.74
O 2.46 0.51 -3.35
C 3.15 1.72 -3.66
C 2.50 2.48 -4.80
C 1.00 2.78 -4.58
C 0.74 3.58 -3.33
C 0.93 4.95 -3.31
C 0.71 5.66 -2.14
C 0.29 4.97 -1.02
C 0.12 3.60 -1.12
N 0.34 2.91 -2.24
H 2.52 -0.10 -4.10
H 4.19 1.51 -3.88
H 3.11 2.32 -2.75
H 2.61 1.90 -5.73
H 3.04 3.42 -4.95
H 0.45 1.85 -4.53
H 0.62 3.33 -5.44
H 1.25 5.46 -4.22
H 0.85 6.73 -2.11
H 0.08 5.47 -0.08
H -0.22 3.02 -0.26
C 2.97 -2.15 0.28
C 2.71 -2.79 -1.05
N 1.87 -2.37 -1.95
C 1.86 -3.21 -3.05
C 2.70 -4.28 -2.96
S 3.54 -4.24 -1.48
C 1.06 -2.90 -4.24
C 0.79 -3.78 -5.25
S 0.00 -2.97 -6.54
C 0.05 -1.50 -5.64
N 0.60 -1.61 -4.47
C -0.47 -0.22 -6.20
H 2.73 -1.09 0.24
H 4.02 -2.26 0.56
H 2.36 -2.62 1.05
H 2.89 -5.03 -3.70
H 1.01 -4.83 -5.29
H -1.06 -0.38 -7.10
H 0.37 0.43 -6.46
H -1.08 0.29 -5.46
C -1.82 0.27 4.24
C -0.88 1.34 4.82
C -1.56 1.94 6.06
C -0.75 2.46 3.77
C 0.53 0.79 5.23
O 1.41 1.88 5.48
C 0.58 -0.09 6.51
C -0.16 -1.43 6.64
C 0.29 -2.46 5.63
C 1.62 -2.87 5.59
C 2.11 -3.65 4.56
C 1.25 -4.04 3.54
Cl 1.86 -4.94 2.19
C -0.10 -3.72 3.60
C -0.57 -2.94 4.64
C 1.26 -0.03 4.15
N 1.34 0.49 2.80
C 0.71 -0.01 1.73
N 1.04 0.68 0.66
C 1.88 1.63 1.15
N 2.09 1.54 2.44
H -2.70 0.77 3.83
H -2.17 -0.42 5.00
H -1.36 -0.29 3.43
H -2.53 2.35 5.77
H -0.99 2.77 6.48
H -1.74 1.20 6.84
H -1.67 3.06 3.78
H -0.64 2.06 2.76
H 0.09 3.12 3.98
H 1.08 2.38 6.24
H 0.26 0.55 7.34
H 1.64 -0.27 6.68
H -1.24 -1.30 6.58
H 0.05 -1.81 7.64
H 2.30 -2.54 6.37
H 3.15 -3.94 4.52
H -0.77 -4.08 2.82
H -1.62 -2.68 4.67
H 0.79 -1.00 4.05
H 2.28 -0.18 4.50
H 0.07 -0.87 1.78
H 2.36 2.38 0.54
```

The value obtained for the total energy is -3395.07139 Ha. For the HOMO energy, the calculation gives -0.3275 hartree. The spin multiplicity is 1. The calculation puts the energy above the lowest of the compared OMol25 structures with the same formula, charge and spin at 5.1 kcal per mole. The gap between HOMO and LUMO is 7.0 eV. The charge is +1.

---

3.
Entry from the OMol25 dataset: a structure of composition C42H56Br4CdN3O7 (ωB97M-V with the def2-TZVPD basis set).

The geometry in XYZ format:
```
113
C42H56Br4CdN3O7, DFT ωB97M-V with the def2-TZVPD basis set
Cd -1.14 -1.34 1.12
C -5.95 1.97 1.76
N -5.54 1.05 0.73
C -6.59 0.14 0.28
C -4.27 0.84 0.31
O -3.98 0.04 -0.56
C -3.19 1.70 0.98
O -1.88 1.34 0.57
C -1.48 1.80 -0.69
C -1.01 0.62 -1.55
O -1.27 -0.52 -1.21
N -0.41 0.91 -2.73
C -0.08 -0.18 -3.64
C 0.21 2.18 -3.09
H -6.86 2.49 1.44
H -6.18 1.44 2.69
H -5.18 2.71 1.97
H -7.37 0.70 -0.25
H -6.16 -0.61 -0.38
H -7.04 -0.35 1.15
H -3.37 2.76 0.79
H -3.22 1.50 2.05
H -2.32 2.26 -1.21
H -0.68 2.53 -0.56
H -0.60 -1.07 -3.31
H -0.40 0.09 -4.65
H 1.00 -0.38 -3.64
H -0.12 2.99 -2.44
H 1.30 2.09 -3.02
H -0.06 2.43 -4.11
C 5.13 -2.71 -3.23
C 4.21 -1.49 -3.35
C 3.84 -1.28 -4.82
C 4.99 -0.26 -2.88
C 2.96 -1.74 -2.51
C 2.62 -0.97 -1.44
C 1.53 -1.32 -0.60
N 1.08 -0.65 0.45
C 1.37 0.52 0.99
C 2.05 1.61 0.38
C 2.22 2.79 1.03
C 1.75 2.90 2.38
C 1.12 1.90 3.06
C 0.86 0.64 2.37
O 0.28 -0.32 2.89
C 0.64 2.07 4.50
C 1.10 3.41 5.10
C -0.90 2.02 4.55
C 1.21 0.95 5.39
C 2.97 3.97 0.42
C 3.28 3.75 -1.06
C 4.30 4.12 1.17
C 2.16 5.27 0.54
C 0.83 -2.60 -0.80
O 0.05 -3.03 0.06
C 1.12 -3.32 -2.04
C 2.14 -2.87 -2.82
C 0.27 -4.53 -2.41
C 0.70 -5.14 -3.75
C 0.40 -5.63 -1.34
C -1.21 -4.10 -2.53
H 6.06 -2.55 -3.78
H 4.65 -3.61 -3.63
H 5.37 -2.90 -2.18
H 4.74 -1.12 -5.41
H 3.19 -0.40 -4.94
H 3.32 -2.14 -5.24
H 5.90 -0.15 -3.47
H 5.28 -0.35 -1.83
H 4.40 0.66 -3.00
H 3.21 -0.10 -1.17
H 2.34 1.50 -0.66
H 1.90 3.84 2.88
H 0.66 4.26 4.58
H 2.19 3.50 5.07
H 0.78 3.45 6.14
H -1.31 2.89 4.02
H -1.25 2.05 5.58
H -1.27 1.10 4.09
H 2.30 0.91 5.29
H 0.80 -0.01 5.12
H 0.97 1.16 6.44
H 3.93 2.89 -1.21
H 3.80 4.63 -1.46
H 2.37 3.61 -1.65
H 4.87 3.19 1.13
H 4.12 4.36 2.23
H 4.90 4.92 0.73
H 1.20 5.17 0.03
H 2.71 6.09 0.10
H 1.96 5.52 1.58
H 2.36 -3.40 -3.74
H 1.72 -5.52 -3.71
H 0.62 -4.42 -4.57
H 0.04 -5.98 -3.98
H 1.44 -5.91 -1.21
H -0.17 -6.51 -1.65
H 0.00 -5.28 -0.39
H -1.34 -3.44 -3.39
H -1.55 -3.59 -1.63
H -1.83 -4.99 -2.68
Br -7.34 -4.34 2.63
C -5.79 -3.26 2.71
C -5.65 -2.31 3.71
Br -6.99 -2.10 5.04
C -4.51 -1.49 3.71
Br -4.26 -0.17 5.05
C -3.51 -1.56 2.74
O -2.50 -0.74 2.72
C -3.63 -2.60 1.73
O -2.70 -2.74 0.84
C -4.78 -3.40 1.75
Br -4.91 -4.68 0.36
```

The value obtained for the total energy is -12788.90522 Ha. For the HOMO energy (spin up / spin down), the calculation gives -0.1364 / -0.1364 hartree. The spin multiplicity is 1. The calculation puts the energy above the lowest of the compared OMol25 structures with the same formula, charge and spin at 0.0 kcal per mole. The gap between HOMO and LUMO (spin up / spin down) is 4.5 / 4.5 eV. The charge is -1.

---

4.
Entry from the OMol25 dataset: a structure of composition C42H56F4IN6O5PS2Y at a distorted geometry (ωB97M-V with the def2-TZVPD basis set).

The geometry in XYZ format:
```
118
C42H56F4IN6O5PS2Y, DFT ωB97M-V with the def2-TZVPD basis set
Y 0.72 -0.35 -0.46
C 3.90 3.89 1.47
C 3.12 3.01 0.49
N 3.51 1.59 0.44
C 4.93 1.39 0.18
C 5.42 1.86 -1.18
C 3.15 0.89 1.67
C 3.13 -0.66 1.52
N 2.73 -1.04 0.16
C 3.65 -1.67 -0.63
C 3.60 -1.45 -2.01
F 2.67 -0.55 -2.45
C 4.43 -2.03 -2.93
F 4.27 -1.72 -4.23
C 5.42 -2.91 -2.54
C 5.51 -3.15 -1.18
F 6.42 -4.02 -0.73
C 4.67 -2.57 -0.25
F 4.78 -2.97 1.03
H 3.46 4.89 1.49
H 3.89 3.49 2.48
H 4.95 4.01 1.17
H 2.06 3.03 0.74
H 3.22 3.42 -0.51
H 5.53 1.86 0.97
H 5.13 0.32 0.26
H 5.23 2.92 -1.35
H 6.50 1.71 -1.25
H 4.96 1.28 -1.98
H 3.87 1.12 2.48
H 2.19 1.26 2.00
H 4.12 -1.03 1.76
H 2.44 -1.08 2.26
H 6.08 -3.38 -3.24
C -4.59 0.81 -2.04
N -3.48 1.73 -1.78
C -3.62 3.05 -1.38
C -2.40 3.57 -1.28
N -1.49 2.57 -1.64
C -2.18 1.42 -1.93
S -1.56 -0.09 -2.38
C -0.16 2.86 -2.06
C 0.06 4.11 -2.62
C 1.32 4.41 -3.11
C 2.30 3.44 -3.04
C 1.98 2.23 -2.46
N 0.78 1.92 -1.96
H -5.26 1.26 -2.76
H -5.12 0.60 -1.12
H -4.18 -0.11 -2.44
H -4.59 3.48 -1.17
H -2.08 4.54 -0.94
H -0.75 4.81 -2.72
H 1.51 5.38 -3.55
H 3.31 3.61 -3.41
H 2.74 1.47 -2.36
C 1.76 2.16 4.78
C 0.34 1.70 4.51
C -0.64 2.76 4.99
C 0.10 0.35 5.16
O 0.26 1.60 3.04
P -0.83 0.90 2.13
O -0.98 -0.54 2.44
O -0.35 1.18 0.69
O -2.12 1.77 2.40
C -3.48 1.42 2.80
C -3.49 0.48 3.99
C -4.14 2.75 3.14
C -4.19 0.79 1.61
H 1.89 2.31 5.86
H 1.96 3.11 4.28
H 2.48 1.42 4.45
H -0.52 2.90 6.06
H -1.67 2.46 4.80
H -0.46 3.70 4.48
H 0.17 0.46 6.24
H 0.85 -0.37 4.83
H -0.88 -0.06 4.92
H -3.03 0.95 4.87
H -2.95 -0.44 3.76
H -4.52 0.23 4.24
H -3.67 3.21 4.02
H -5.19 2.60 3.36
H -4.05 3.44 2.30
H -3.62 -0.05 1.22
H -4.32 1.53 0.82
H -5.18 0.44 1.92
I 1.47 -4.31 -0.02
C 1.16 -3.70 -2.00
C 1.30 -4.70 -2.97
C 1.10 -4.37 -4.29
C 0.76 -3.06 -4.61
C 0.65 -2.14 -3.59
N 0.83 -2.44 -2.29
H 1.57 -5.70 -2.67
H 1.21 -5.12 -5.06
H 0.60 -2.75 -5.64
H 0.42 -1.11 -3.82
C -5.48 -4.99 -3.68
C -4.65 -4.27 -2.65
C -3.26 -4.38 -2.65
C -2.49 -3.71 -1.72
C -3.11 -2.92 -0.77
C -4.49 -2.79 -0.75
C -5.26 -3.47 -1.68
S -2.19 -2.02 0.46
C -2.13 -3.29 1.71
O -0.76 -1.98 -0.10
H -4.92 -5.78 -4.17
H -5.82 -4.30 -4.45
H -6.37 -5.43 -3.23
H -2.78 -5.01 -3.39
H -1.41 -3.79 -1.72
H -4.98 -2.16 0.00
H -6.34 -3.39 -1.66
H -1.61 -4.15 1.29
H -3.17 -3.55 1.95
H -1.61 -2.87 2.57
```

The value obtained for the total energy is -4212.11632 Ha. For the HOMO energy, the calculation gives -0.3523 hartree. The spin multiplicity is 1. The gap between HOMO and LUMO is 7.6 eV. The charge is +1.

---

> What is the formula in the first record?

C42H56AsGeIrN2O3P2S4Sb

---

> Which formula does entry 2 have?

C42H56BaClN6O2S2